# 1
Below is a molecular structure, C38H48BN7O2PdS2Se, with properties calculated with wB97M-V/def2-TZVPD.

XYZ file:
```
100
Properties=species:S:1:pos:R:3:forces:R:3
Pd -0.14652 0.21587 1.23398 -0.11 -0.61 -0.10
C 2.92188 2.36524 -0.08904 -0.09 -0.05 0.24
N 2.28817 2.61338 1.20612 0.18 -0.07 -0.34
C 2.96363 2.89723 2.36861 0.01 -0.04 0.03
C 2.02497 3.21479 3.29074 -0.02 -0.08 0.06
N 0.79113 3.13533 2.69772 -0.22 0.12 0.06
B -0.51859 3.62531 3.40994 0.00 0.04 0.02
N -1.63993 2.51015 3.54615 0.16 0.25 -0.05
C -2.96676 2.87950 3.63267 0.23 0.05 -0.12
C -3.69866 1.77928 3.89807 0.03 -0.19 -0.06
N -2.80444 0.72860 3.96752 -0.22 -0.25 0.19
C -3.16154 -0.65176 4.24325 0.01 0.12 -0.06
C -1.55313 1.18977 3.74253 0.10 0.17 0.19
S -0.12943 0.19737 3.68641 -0.56 0.19 -0.37
C 0.95808 2.74986 1.42014 0.10 0.34 0.11
S -0.28412 2.42896 0.26601 0.04 0.07 0.31
H 3.93709 2.01959 0.09481 -0.01 0.00 -0.02
H 2.94043 3.28459 -0.67154 0.00 0.03 -0.02
H 2.37141 1.59342 -0.61860 -0.03 -0.03 -0.01
H 4.03560 2.82581 2.43876 -0.06 0.01 -0.02
H 2.12914 3.47004 4.33055 -0.02 0.01 -0.06
H -0.18347 3.97784 4.52578 -0.07 -0.08 -0.19
H -1.01742 4.51943 2.75990 0.06 -0.11 0.12
H -3.27068 3.90072 3.48284 0.04 -0.04 0.02
H -4.75970 1.64010 4.01442 0.06 -0.02 0.04
H -3.93160 -0.67872 5.01269 0.02 0.03 -0.01
H -2.27596 -1.17660 4.58639 0.03 -0.02 0.02
H -3.53278 -1.12997 3.33974 -0.03 -0.05 -0.09
C 3.51548 -2.55426 7.72686 0.03 0.01 -0.02
C 4.15062 -1.83119 6.56454 -0.07 -0.05 -0.02
C 5.21174 -0.96218 6.79305 0.01 0.02 -0.02
C 5.78549 -0.25922 5.74337 -0.03 -0.02 0.00
C 5.30269 -0.41826 4.45652 0.06 0.02 0.02
C 4.26335 -1.31319 4.20694 -0.11 0.02 -0.18
N 3.71171 -1.46792 2.92461 0.19 -0.03 -0.08
C 4.34668 -1.37595 1.70213 -0.09 0.13 0.17
C 5.74015 -1.48281 1.57266 0.01 -0.02 -0.02
C 6.34607 -1.36478 0.33639 0.01 0.00 -0.03
C 5.59787 -1.13222 -0.81525 -0.01 -0.01 0.09
C 4.22295 -1.04363 -0.69823 0.00 -0.07 -0.06
C 3.58133 -1.17613 0.53007 -0.06 -0.11 0.22
C 2.08710 -1.05368 0.55698 -0.07 -0.06 -0.14
O 1.41606 -1.47539 1.56408 0.18 0.23 -0.11
O 1.52688 -0.48955 -0.40916 -0.11 0.02 -0.20
C 3.67857 -2.02781 5.26098 -0.06 -0.05 0.11
C 2.53457 -2.97030 4.98004 0.02 0.04 0.00
H 3.91842 -2.18950 8.67113 0.01 0.00 -0.01
H 3.69743 -3.63116 7.68083 0.00 0.02 -0.01
H 2.43314 -2.41200 7.74494 0.02 0.02 -0.01
H 5.58086 -0.82779 7.80356 -0.02 0.01 -0.03
H 6.59819 0.43239 5.93190 -0.03 -0.02 0.00
H 5.71060 0.16631 3.64136 0.00 -0.04 0.04
H 2.70333 -1.54411 2.84088 -0.04 -0.04 0.02
H 6.33994 -1.67950 2.45134 -0.02 0.01 -0.04
H 7.42356 -1.46301 0.27026 -0.02 0.01 0.00
H 6.07857 -1.03500 -1.77975 0.00 0.00 0.02
H 3.59872 -0.87273 -1.56656 0.02 0.00 0.02
H 2.65074 -3.44300 4.00412 0.02 0.00 0.02
H 1.57180 -2.44555 4.96773 0.05 0.01 0.00
H 2.46979 -3.75500 5.73217 0.00 0.02 -0.01
C -5.41092 -2.56139 1.42963 -0.04 0.03 0.01
C -4.80787 -3.66616 0.57074 -0.02 0.02 0.04
C -3.47971 -4.21284 1.09136 -0.02 -0.04 -0.03
C -2.26787 -3.30304 0.88966 -0.02 0.00 -0.15
N -2.18485 -2.79975 -0.48088 0.18 -0.24 0.27
C -2.35125 -1.51772 -0.86094 0.26 -0.11 -0.22
Se -2.61463 -0.04592 0.24624 0.11 0.10 0.31
N -2.23619 -1.47402 -2.20676 -0.04 0.15 -0.26
C -2.36288 -0.28306 -3.05565 0.01 -0.19 0.13
C -3.63605 -0.32068 -3.89412 -0.03 0.01 0.02
C -4.92121 -0.25366 -3.06873 0.03 0.06 0.03
C -5.17319 1.12214 -2.45637 -0.02 0.01 -0.02
C -1.97413 -2.75290 -2.69493 0.02 0.39 -0.02
C -1.73153 -3.21911 -3.97906 0.03 -0.04 -0.08
C -1.46406 -4.57078 -4.11418 0.00 0.00 0.07
C -1.43302 -5.42340 -3.00200 -0.02 0.07 -0.02
C -1.66225 -4.94830 -1.72182 0.05 -0.06 -0.05
C -1.93010 -3.59233 -1.59537 -0.13 -0.02 0.31
H -6.37257 -2.23580 1.02660 0.04 -0.02 0.02
H -4.76304 -1.68347 1.46398 0.01 -0.02 0.02
H -5.58039 -2.91371 2.45108 0.02 0.03 -0.02
H -4.68013 -3.30219 -0.45435 0.01 -0.05 0.01
H -5.50853 -4.50113 0.50555 -0.04 0.02 0.01
H -3.28746 -5.17368 0.60906 0.02 0.00 0.01
H -3.54907 -4.41794 2.16410 -0.04 -0.02 -0.03
H -1.34989 -3.84998 1.10705 0.07 0.05 -0.02
H -2.28403 -2.42936 1.53499 -0.05 0.06 0.05
H -1.47277 -0.23424 -3.68311 0.02 -0.02 -0.03
H -2.34804 0.57826 -2.39257 0.03 0.01 0.04
H -3.63729 -1.22443 -4.50893 -0.01 0.02 0.01
H -3.59906 0.52822 -4.58406 0.00 -0.03 0.01
H -4.88890 -1.01350 -2.27855 -0.01 0.03 -0.03
H -5.76002 -0.52224 -3.71405 -0.01 -0.01 0.00
H -4.40017 1.39465 -1.73633 0.00 -0.01 -0.03
H -6.12863 1.14665 -1.92870 0.04 -0.01 -0.02
H -5.20241 1.89176 -3.23360 0.00 -0.05 0.04
H -1.73480 -2.55816 -4.83580 -0.01 -0.03 0.03
H -1.26546 -4.97440 -5.09852 -0.01 0.00 0.03
H -1.21904 -6.47423 -3.14475 0.01 0.02 -0.01
H -1.61702 -5.60380 -0.86305 0.01 0.02 -0.02
```
Forces are in eV/Å.

Values from the calculation:
HOMO level (spin up / spin down) (eV): -7.04 / -7.04
HOMO-LUMO gap (spin up / spin down) (eV): 7.372 / 5.723
Energy above the lowest of the compared OMol25 structures with the same formula, charge and spin (kcal/mol): 0.0
Spin multiplicity: 3

Mulliken population analysis, charges in e, atoms 1 to 5: 1.6934 -0.9087 0.5078 -0.3439 -0.7742

=====

# 2
Below is 8 unconnected molecules or ions with the total composition C38H48BrCl14F6N3O8, with properties calculated with wB97M-V/def2-TZVPD.

XYZ file:
```
118
Properties=species:S:1:pos:R:3:forces:R:3
C 4.36359 -2.27813 2.52578 -0.39 0.30 -0.09
C 4.14522 -1.15130 1.56151 0.12 0.38 0.84
O 4.64372 -0.07638 1.75164 0.11 0.24 -0.48
O 3.37288 -1.41802 0.47517 0.22 -0.36 -0.07
C 4.00330 -1.08358 -0.77425 0.22 0.12 -0.41
C 3.14186 -0.25497 -1.72664 -0.17 -0.12 -0.29
C 1.65084 -0.39467 -1.55150 0.92 -0.16 -0.21
C 0.84125 0.71486 -1.24999 1.14 0.08 0.24
N 1.50104 1.95834 -1.20824 -1.93 -0.06 0.23
C 1.89316 2.49983 -0.12585 0.22 0.21 -0.36
C 2.09996 1.85277 1.19498 0.16 0.00 -0.02
C 2.26599 3.94898 -0.20737 -0.38 -0.41 0.07
C -0.54530 0.55583 -1.09749 -0.23 0.64 0.79
C -1.53848 1.67151 -0.81829 0.44 0.25 -0.41
O -2.21665 2.06089 -1.72148 -0.17 0.15 -0.05
C -1.82617 2.37178 0.57091 -0.48 -0.80 0.18
F -3.04366 2.93243 0.45931 -0.27 0.20 -0.03
F -0.98041 3.38013 0.82006 0.61 -0.27 -0.38
C -1.93199 1.46280 1.84231 -0.41 0.27 0.36
F -1.84765 2.25760 2.91585 0.10 0.20 0.01
F -0.93177 0.56973 1.94602 0.33 -0.26 -0.64
C -3.30087 0.71849 1.99522 -0.12 -0.12 0.64
F -4.14953 1.54903 2.62479 -0.35 0.31 -0.18
F -3.83290 0.39186 0.81202 0.07 -0.12 -0.31
C -3.12436 -0.48407 2.95344 0.21 -0.64 0.71
O -2.74485 -0.27107 4.06010 0.22 0.38 0.12
O -3.44544 -1.70549 2.50147 -0.13 0.83 -0.36
C -1.10548 -0.69873 -1.27288 0.13 0.21 -0.31
O -2.49999 -0.86207 -1.18118 0.17 0.60 0.07
C -2.87535 -1.81047 -0.39242 -0.12 -0.88 -0.55
N -3.21782 -2.73269 0.20395 0.08 0.00 -0.21
C -0.29794 -1.74303 -1.57766 -0.24 -1.80 -0.52
C 1.06694 -1.62298 -1.70303 0.07 0.90 -0.24
C 1.65202 -2.96879 -2.04263 -0.68 0.34 0.45
O 2.72171 -3.24121 -2.49693 0.36 -0.08 0.28
N 0.61251 -3.88104 -1.76348 0.60 -0.09 -0.11
C 0.78489 -4.84844 -0.66517 -0.77 -0.94 -0.32
C -0.15966 -4.59774 0.50081 0.40 0.12 0.44
C 0.09340 -3.26797 1.22474 0.05 -0.53 0.01
Br 0.62422 -3.56922 3.09169 -0.22 0.25 -0.13
C -0.60453 -3.18491 -1.87261 -0.38 0.51 0.22
O -1.65074 -3.65939 -2.20365 -0.21 -0.24 0.20
H 4.66110 -1.83629 3.46567 0.15 0.03 0.19
H 5.19023 -2.86434 2.13418 -0.04 -0.34 -0.02
H 3.47228 -2.87164 2.68463 -0.05 -0.32 -0.20
H 4.93961 -0.56537 -0.60635 0.03 0.29 0.30
H 4.27187 -2.01947 -1.24527 -0.20 -0.28 -0.04
H 3.36345 -0.63388 -2.72248 0.10 -0.06 -0.19
H 3.43456 0.78457 -1.74861 -0.02 0.21 0.30
H 1.96199 0.78015 1.20272 -0.29 -0.18 -0.01
H 3.13656 2.04150 1.46805 0.20 -0.01 0.05
H 1.51763 2.35816 1.95604 -0.30 -0.03 0.23
H 1.51789 4.45436 -0.80153 0.05 0.14 -0.41
H 2.21687 4.38013 0.77540 0.33 0.29 0.52
H 3.24997 4.08101 -0.63878 0.17 0.10 -0.04
H -2.66367 -2.27219 2.48769 -0.14 -0.32 0.31
H 0.57186 -5.84293 -1.04706 0.09 -0.19 -0.05
H 1.80687 -4.86640 -0.30148 0.29 0.33 -0.27
H -1.19843 -4.70967 0.21178 -0.20 0.18 -0.15
H 0.03718 -5.38288 1.22012 -0.02 -0.33 0.00
H -0.79859 -2.66171 1.24061 -0.07 0.28 0.09
H 0.91370 -2.71703 0.78497 0.13 0.22 0.00
Cl 2.49140 -6.56600 2.09746 0.14 -0.04 -0.03
C 2.17430 -8.11834 2.91433 -0.03 -0.15 -0.05
C 1.17435 -7.96804 4.03126 -0.07 -0.06 0.03
Cl 1.82595 -7.02025 5.39156 -0.01 0.03 -0.01
H 3.12217 -8.50773 3.27550 0.03 0.08 0.04
H 1.78551 -8.80210 2.16168 -0.05 0.03 -0.01
H 0.91332 -8.94979 4.42239 0.05 -0.02 0.00
H 0.26567 -7.47958 3.68821 0.03 0.07 0.00
Cl -0.56735 -6.57199 -5.47199 0.05 0.01 0.01
C -1.65168 -5.15107 -5.44942 0.10 -0.04 0.02
C -1.90800 -4.61230 -6.82967 -0.11 0.00 -0.04
Cl -0.45108 -3.87370 -7.54910 0.01 0.00 -0.01
H -1.20681 -4.40052 -4.80200 0.04 -0.01 0.00
H -2.58573 -5.47318 -5.00334 0.10 -0.07 -0.13
H -2.66587 -3.83428 -6.77881 0.01 0.04 0.06
H -2.25537 -5.39199 -7.50293 0.09 -0.04 -0.02
Cl -0.81498 6.36480 6.00768 0.05 0.00 0.04
C -1.56259 6.42123 4.39170 -0.10 0.05 -0.09
C -1.63821 5.05780 3.75267 -0.08 -0.04 -0.10
Cl -0.02534 4.42821 3.33082 0.34 0.38 0.33
H -0.98957 7.11831 3.78584 0.07 -0.04 0.00
H -2.56748 6.82031 4.51985 -0.02 -0.05 0.03
H -2.21035 5.11302 2.82641 0.03 0.05 0.00
H -2.11812 4.33608 4.40787 0.07 -0.01 0.06
Cl -4.45816 -4.60149 -3.76551 -0.28 0.16 0.07
C -5.54477 -3.18901 -3.72255 -0.08 -0.02 0.18
C -5.81730 -2.61900 -5.08922 -0.09 0.01 -0.03
Cl -4.36918 -1.85130 -5.79505 0.03 0.03 0.01
H -5.09697 -2.44598 -3.06700 0.09 -0.02 -0.02
H -6.47744 -3.52661 -3.27386 -0.03 0.00 -0.05
H -6.57964 -1.84541 -5.01621 0.02 0.02 0.04
H -6.16569 -3.38318 -5.77893 0.08 -0.03 -0.02
Cl -1.39657 0.45539 -4.66672 0.08 -0.07 0.02
C -2.51079 1.84222 -4.77123 -0.13 0.03 0.01
C -2.77295 2.24801 -6.19787 -0.10 -0.02 -0.04
Cl -1.33045 2.95206 -6.97362 0.01 -0.01 -0.02
H -2.08712 2.65681 -4.19409 0.09 0.00 0.00
H -3.44289 1.53637 -4.29942 -0.01 -0.03 -0.02
H -3.55034 3.00974 -6.22268 0.02 0.03 0.04
H -3.09767 1.40272 -6.79937 0.07 -0.03 -0.01
Cl 2.67405 2.83366 6.99160 0.01 -0.01 -0.01
C 3.45719 4.41787 6.75752 0.04 0.04 0.08
C 2.98315 5.10532 5.50470 -0.11 0.16 0.01
Cl 3.53251 4.26758 4.03014 0.00 -0.05 -0.08
H 4.53268 4.26169 6.74395 0.00 -0.07 -0.04
H 3.20675 5.02768 7.62390 -0.05 0.01 -0.02
H 3.38645 6.11589 5.46327 0.06 -0.02 0.01
H 1.89779 5.16659 5.46850 0.00 -0.08 -0.04
Cl 2.87247 9.42731 1.72498 0.01 0.01 -0.02
C 1.94744 9.31406 0.20464 -0.07 0.08 0.02
C 1.65430 7.88536 -0.17057 -0.18 -0.08 -0.05
Cl 3.11774 6.98990 -0.63870 0.15 0.21 -0.02
H 2.51063 9.82289 -0.57279 0.08 -0.04 0.02
H 1.01262 9.85049 0.36139 -0.01 -0.05 0.02
H 0.98203 7.86031 -1.02711 0.02 0.06 -0.02
H 1.18617 7.34655 0.65053 0.06 0.00 0.05
```
Forces are in eV/Å.

Values from the calculation:
HOMO level (eV): -9.33
HOMO-LUMO gap (eV): 8.530
Structure (SMILES): CC(=O)OCCc1c(N=C(C)C)c(C(=O)C(F)(F)C(F)(F)C(F)(F)C(=O)O)c(OC#N)c2c1C(=O)N(CCCBr)C2=O.ClCCCl.ClCCCl.ClCCCl.ClCCCl.ClCCCl.ClCCCl.ClCCCl
Spin multiplicity: 1

Mulliken population analysis, charges in e, atoms 1 to 5: -1.1076 0.7690 -0.5649 -0.0226 -0.7413

=====

no.,F_max (eV Å⁻¹)
1,0.7
2,1.9